C4H10AlBrNO2 | ωB97M-V/def2-TZVPD

Geometry (Å):
C: -0.929 0.538 1.830
C: -1.667 0.079 0.513
C: -0.916 0.459 -0.822
Br: -0.126 2.301 -0.544
Al: 0.659 -0.786 -1.250
O: 0.257 -2.600 -0.943
C: -0.662 -2.954 -1.821
N: -1.221 -3.592 -2.599
H: -1.237 -0.126 2.682
H: 0.179 0.558 1.732
H: -1.276 1.571 2.069
H: -1.917 -1.011 0.559
H: -2.652 0.623 0.506
H: -1.667 0.524 -1.648
H: 1.190 -0.508 -2.745
H: 1.845 -0.431 -0.233
O: 3.125 1.486 0.868
H: 2.948 2.431 0.786
H: 4.068 1.438 1.061

Results
Charge = -1
Relative energy (zero: lowest compared OMol25 entry of this formula, charge and spin) = 89.9 kcal/mol
Kohn-Sham gap = 8.15 eV